The following is a quantum chemistry calculation of C9H15N7OsS2SbSe4 as an isolated structure, from the OMol25 dataset.

Geometry as XYZ:
```
39
Properties=species:S:1:pos:R:3:forces:R:3:lowdin_spin:R:1
Os 0.542 0.150 0.485 1.33 1.72 -1.21 0.13
Sb 2.161 -4.881 -0.985 -0.21 -0.42 1.00 -0.01
Se 1.797 -5.649 -3.473 0.21 -0.39 0.11 1.27
Se 1.157 -2.279 1.588 -0.01 0.99 -0.23 0.28
Se -0.226 -5.722 -1.295 0.38 -0.65 0.28 0.71
Se 2.506 -6.618 0.919 0.00 0.47 -1.01 0.97
S 2.064 -0.417 2.208 -0.52 0.02 -0.86 0.51
S -1.433 -0.249 -0.882 0.56 -0.68 -0.68 0.01
N -1.904 -2.706 -0.162 0.58 -2.30 -0.06 0.01
N 2.572 -0.330 -1.593 1.11 0.19 -0.93 0.01
N -0.588 1.414 1.694 -2.07 -1.76 2.88 0.00
N 1.585 1.863 -1.276 -0.43 0.22 -1.54 0.01
N 0.526 2.059 -0.424 -0.14 -1.44 1.49 0.00
N 0.365 -2.238 -2.977 -0.06 0.55 1.57 0.01
N -0.449 -2.697 -1.898 0.09 0.06 -0.25 0.00
C -2.260 2.975 3.167 0.91 0.81 -2.58 0.00
C -1.986 1.715 3.580 0.29 -1.43 1.26 0.00
C -1.704 3.456 1.948 -1.53 0.40 2.44 0.00
C -1.184 -2.005 -1.052 0.17 0.55 -0.03 0.00
C -0.122 3.056 -0.002 -0.91 -0.75 2.01 0.00
C 1.730 0.507 -1.024 1.29 -3.11 0.43 0.02
C 0.126 4.424 -0.396 0.31 2.62 0.01 0.00
C -1.089 0.918 2.868 -0.46 3.26 -1.18 0.00
C -0.935 2.635 1.231 2.32 -0.81 -1.62 0.00
H -1.838 4.480 1.687 -0.23 0.48 -0.31 0.00
H -0.384 -3.716 -1.663 -0.16 0.73 -0.69 0.01
H 1.202 4.619 -0.337 0.11 -0.17 0.15 0.00
H -0.323 5.272 0.229 0.20 -1.56 -0.98 0.00
H -0.078 4.560 -1.452 -0.47 0.31 -0.18 0.00
H -2.360 1.354 4.544 0.05 0.11 -0.42 0.00
H 2.850 -1.168 -1.085 -0.78 0.32 -0.25 0.00
H -2.243 -2.101 0.553 -0.43 -0.18 0.68 0.00
H 1.627 2.368 -2.192 -0.03 -0.70 0.98 0.00
H -0.663 0.062 3.323 0.25 -1.01 -0.22 0.00
H -2.840 3.655 3.702 -0.98 0.77 1.06 0.00
H -1.745 -3.759 0.015 -0.38 2.44 -0.40 0.02
H 2.914 -0.286 -2.536 0.44 0.47 -0.22 0.00
H 0.818 -3.020 -3.425 -0.38 -0.22 -0.02 0.02
H -0.185 -1.702 -3.616 -0.45 0.09 -0.49 0.00
```
Forces are in eV/Å.

Output
E_tot, Eh: -11467.89585
Relative energy (zero: lowest compared OMol25 entry of this formula, charge and spin), kcal per mole: 53.4
Net charge: +1
Orbital gap (alpha / beta), eV: 5.419 / 3.281
Largest force on an atom, hartree/bohr: 0.0770
Spin multiplicity: 5
HOMO level (alpha / beta), eV: -9.16 / -9.03


The following is a quantum chemistry calculation of one molecule with the formula C25H34N4O4S, from the OMol25 dataset.

Geometry as XYZ:
```
68
Properties=species:S:1:pos:R:3:forces:R:3:lowdin_charge:R:1
S -3.414 0.848 -2.294 -0.31 0.18 -0.36 1.04
O -3.290 1.882 0.420 -0.17 0.00 -0.04 -0.15
O 7.177 -0.249 -2.272 -0.23 0.07 -0.42 0.07
O 3.312 1.599 1.830 -0.15 0.12 0.21 0.07
O -1.779 -3.173 0.066 -0.01 -0.10 0.10 0.08
N -1.062 0.604 -1.180 -0.13 0.23 -0.16 0.10
N 8.959 -0.344 -0.918 0.52 0.13 -0.02 0.17
N 4.437 0.496 0.215 0.18 0.04 -0.09 -0.04
N -2.441 -1.290 -1.021 0.24 -0.17 0.08 0.02
C 2.090 0.020 0.553 -0.36 0.11 0.10 -0.14
C 4.537 -0.474 -0.848 -0.08 -0.41 -0.35 -0.13
C -3.742 -1.888 -1.265 -0.48 -0.17 0.19 -0.18
C -7.176 -1.554 0.538 0.05 -0.24 -0.06 -0.27
C -4.731 -1.500 -0.165 -0.10 -0.18 -0.23 -0.19
C 5.704 1.097 0.567 0.18 0.21 0.43 -0.12
C 0.732 -1.956 0.760 -0.03 -0.02 -0.02 0.01
C -2.917 2.544 -1.890 -0.11 -0.43 0.28 -0.39
C -0.271 -1.342 0.007 0.27 0.38 0.00 -0.06
C 5.481 -1.609 -0.444 0.11 0.19 -0.23 -0.11
C -1.623 3.504 0.843 -0.11 -0.17 0.01 -0.14
C -6.136 -1.992 -0.494 0.06 0.26 0.18 -0.22
C -2.300 2.242 1.372 0.23 0.09 0.37 -0.18
C 1.104 0.644 -0.181 0.21 -0.17 0.13 0.06
C 6.663 0.016 1.063 -0.03 0.10 -0.13 -0.12
C -0.090 -0.029 -0.463 0.06 -0.64 0.26 -0.21
C -1.517 -2.039 -0.282 0.05 -0.07 -0.05 -0.36
C 3.330 0.778 0.929 -0.08 0.04 -0.07 -0.43
C -2.169 -0.014 -1.397 0.43 0.61 -0.17 -0.55
C -3.483 2.930 -0.516 -0.14 0.27 -0.32 -0.39
C 7.644 -0.519 -1.189 0.08 -0.30 0.50 -0.53
C -2.758 4.154 0.054 -0.12 -0.21 0.07 -0.12
C -6.989 -2.219 1.896 -0.08 0.18 -0.15 -0.11
C 6.849 -1.071 -0.007 -0.19 -0.12 0.00 -0.24
C 1.899 -1.282 1.033 -0.02 -0.05 -0.02 -0.02
H -6.132 -3.082 -0.563 -0.05 -0.09 -0.08 0.12
H -3.422 4.702 0.724 -0.01 0.05 -0.02 0.12
H -4.386 -1.935 0.774 0.07 0.02 0.05 0.12
H -7.129 -0.469 0.654 -0.07 0.06 -0.05 0.11
H 4.941 0.019 -1.738 -0.15 -0.08 0.09 0.12
H -4.565 3.084 -0.614 0.15 0.03 0.02 0.15
H 1.239 1.651 -0.543 -0.03 0.13 -0.05 0.13
H 5.042 -2.171 0.383 -0.01 -0.03 0.01 0.12
H 2.672 -1.749 1.625 0.08 -0.06 0.06 0.12
H 7.432 -1.895 0.421 -0.01 0.07 -0.04 0.14
H -6.987 -3.302 1.792 0.01 -0.14 0.04 0.07
H 0.561 -2.960 1.116 0.00 -0.08 0.05 0.12
H 7.620 0.471 1.324 0.00 0.00 0.06 0.11
H -1.606 1.406 1.492 -0.04 0.05 0.01 0.11
H -8.169 -1.804 0.157 -0.03 0.09 0.00 0.10
H -3.596 -2.971 -1.275 -0.03 0.19 -0.11 0.13
H -4.100 -1.561 -2.245 0.03 -0.12 0.07 0.09
H 6.245 -0.439 1.963 0.02 0.02 0.03 0.13
H -4.736 -0.413 -0.055 0.03 0.00 0.04 0.10
H 6.120 1.595 -0.316 -0.04 0.03 0.03 0.14
H -3.314 3.190 -2.671 0.00 0.00 -0.05 0.08
H 9.558 0.018 -1.642 -0.05 0.00 0.02 0.11
H 5.606 -2.282 -1.293 -0.03 -0.06 0.01 0.12
H -1.829 2.547 -1.894 -0.05 0.17 -0.08 0.07
H -7.799 -1.941 2.567 -0.03 -0.02 0.12 0.07
H -1.242 4.133 1.643 0.07 0.03 0.01 0.11
H -6.424 -1.597 -1.472 0.00 -0.06 -0.09 0.11
H -2.411 4.825 -0.728 -0.01 0.08 -0.03 0.12
H 5.515 1.837 1.347 0.08 -0.06 -0.17 0.12
H -2.795 2.432 2.333 0.10 -0.02 -0.05 0.12
H 9.370 -0.598 -0.038 -0.06 -0.02 -0.02 0.10
H 3.548 -0.871 -1.082 0.13 0.06 -0.02 0.12
H -0.801 3.235 0.181 0.06 0.00 -0.01 0.10
H -6.052 -1.916 2.354 0.10 -0.02 0.12 0.06
```
Forces are in eV/Å.

Output
E_tot, Eh: -1891.30889
Relative energy (zero: lowest compared OMol25 entry of this formula, charge and spin), kcal per mole: 10.5
Orbital gap, eV: 8.845
Largest force on an atom, hartree/bohr: 0.0148
HOMO level, eV: -8.24


The following is a quantum chemistry calculation of one molecule with the formula C8H17N5O3, from the OMol25 dataset.

Geometry as XYZ:
```
33
Properties=species:S:1:pos:R:3:forces:R:3:lowdin_charge:R:1
O -2.847 -2.260 3.188 0.70 0.61 1.20 0.10
O 1.273 -1.174 1.414 0.20 0.41 -0.02 0.09
O -1.898 -1.479 5.141 -2.41 -2.30 0.04 0.09
N 2.073 4.219 -0.903 -0.40 -1.70 1.70 0.12
N 1.487 2.021 -1.347 -1.85 -4.31 -0.59 0.08
N -1.609 -2.075 -0.657 -1.29 -2.12 1.82 0.02
N -1.034 -0.838 1.706 1.61 -2.53 -0.90 0.07
N 1.256 3.693 -2.948 0.82 -0.07 -0.19 0.02
C -0.884 -0.885 3.166 0.79 2.31 -0.44 -0.12
C -0.133 0.086 -1.544 1.30 -0.86 0.30 -0.24
C 0.629 1.139 -2.253 1.67 -0.28 -1.09 -0.19
C 1.562 3.268 -1.748 1.29 2.96 -0.81 -0.65
C 0.146 -1.247 0.999 -2.41 -0.44 0.25 -0.46
C 0.604 -1.291 -1.533 -2.18 0.78 1.12 -0.10
C -2.025 -1.604 3.798 0.38 0.28 -0.34 -0.51
C -0.219 -1.975 -0.314 3.68 -1.36 -1.81 -0.33
H -1.762 -2.200 -1.636 0.12 0.24 -0.73 0.07
H -0.095 1.714 -2.817 0.44 0.85 0.11 0.10
H -1.774 -1.483 1.304 0.50 1.47 1.08 0.12
H -0.667 0.175 3.480 -1.36 -0.68 0.21 0.15
H 1.838 3.129 -3.581 -1.16 -0.17 -0.28 0.04
H -1.925 -3.013 -0.262 0.16 1.74 -0.60 0.13
H 1.256 0.575 -3.054 -0.58 1.26 1.18 0.14
H 0.061 -1.235 3.623 -0.18 -1.00 -1.02 0.14
H -2.580 -2.162 5.473 1.30 1.53 -0.16 0.17
H 1.690 1.569 -0.438 -0.02 1.16 -0.76 0.15
H -0.440 0.408 -0.556 -0.05 0.14 0.22 0.11
H -1.012 -0.142 -2.088 -1.12 0.39 -0.44 0.09
H 0.279 -1.718 -2.535 1.08 -0.16 1.29 0.13
H 2.218 5.073 -1.388 0.57 0.53 0.05 0.08
H 1.699 -1.141 -1.398 -0.88 -0.67 0.05 0.12
H 2.627 3.873 -0.107 -0.52 0.96 -0.60 0.10
H 0.208 -3.017 -0.186 -0.18 1.01 0.19 0.15
```
Forces are in eV/Å.

Output
E_tot, Eh: -814.48438
Relative energy (zero: lowest compared OMol25 entry of this formula, charge and spin), kcal per mole: 78.0
Orbital gap, eV: 8.064
Largest force on an atom, hartree/bohr: 0.0919
HOMO level, eV: -7.61


The following is a quantum chemistry calculation of a 7-piece molecular cluster, C6H23O7 overall, from the OMol25 dataset.

Geometry as XYZ:
```
36
Properties=species:S:1:pos:R:3:forces:R:3:lowdin_charge:R:1
O -0.402 -2.565 3.454 0.65 -0.30 -0.23 -0.11
O 2.344 -0.042 1.871 -0.31 -0.05 -0.04 -0.14
O 2.257 2.738 1.320 -0.16 -0.18 0.40 -0.10
O 1.571 -1.765 -1.101 -0.47 0.37 0.68 -0.11
O -0.392 -3.635 0.590 0.05 0.03 0.32 -0.13
O 1.731 -2.461 1.667 -0.37 -0.04 0.67 -0.41
O -1.962 0.399 -4.464 -0.14 -0.09 -0.87 -0.08
C 1.394 2.654 0.221 -0.94 0.33 -0.64 -0.28
C -1.168 2.512 -0.332 0.52 1.17 -0.36 -0.21
C -3.169 0.049 -1.794 -1.70 -0.88 -0.88 -0.04
C -1.979 0.346 -1.279 -0.84 -0.06 -0.62 -0.18
C -1.328 1.686 -1.610 -0.03 -1.47 1.19 -0.21
C -0.009 1.974 0.504 1.27 -0.39 0.91 -0.18
H 2.425 -2.668 2.309 -0.32 -0.07 -0.30 -0.02
H 1.406 -2.294 -0.283 0.43 0.07 -0.49 -0.01
H -2.135 2.614 0.149 -0.04 -0.33 0.51 0.10
H -0.107 2.034 1.594 -0.48 0.52 -0.09 0.11
H 2.353 1.837 1.679 0.06 -0.23 -0.06 0.04
H 0.117 0.887 0.395 -0.10 0.18 -0.33 0.08
H -0.891 3.562 -0.580 -0.21 -0.49 -0.15 0.11
H -0.299 1.441 -1.885 -0.15 0.39 -0.96 0.11
H -1.626 1.308 -4.419 0.07 -0.82 0.60 0.03
H 1.901 2.143 -0.613 -0.16 0.07 0.02 0.11
H -1.502 -0.436 -0.694 0.18 0.41 0.32 0.11
H -3.823 -0.829 -1.686 1.18 -0.38 0.95 0.06
H 0.394 -2.570 2.847 -0.17 -0.15 0.41 -0.02
H -3.741 0.541 -2.586 0.80 1.25 0.35 0.05
H 1.213 3.707 -0.086 0.03 -0.52 0.03 0.11
H -0.107 -4.540 0.788 -0.04 0.54 -0.03 0.03
H -0.592 -1.634 3.482 -0.32 0.60 0.17 0.00
H -1.787 -0.131 -3.669 0.19 0.89 -0.16 0.02
H 0.164 -3.073 1.203 -0.19 -0.98 -0.81 -0.03
H 3.157 -0.486 1.583 -0.39 0.27 0.04 0.04
H -2.008 2.114 -2.349 0.65 0.41 -0.15 0.10
H 1.372 -0.876 -0.758 0.29 -0.34 -0.28 0.00
H 1.717 -0.868 1.864 1.16 0.28 -0.11 0.02
```
Forces are in eV/Å.

Output
E_tot, Eh: -769.08764
Relative energy (zero: lowest compared OMol25 entry of this formula, charge and spin), kcal per mole: 0.0
Net charge: -1
Orbital gap, eV: 8.800
Largest force on an atom, hartree/bohr: 0.0410
HOMO level, eV: -5.80


Question: Which of these has the lowest relative energy (zero: lowest compared OMol25 entry of this formula, charge and spin)?
Answer: C6H23O7